The following is a DFT calculation (ωB97M-V with the def2-TZVPD basis set) of C3H6N2O3 in the gas phase.

Molecular weight in u: 118.09
Kohn-Sham gap in eV: 9.63
HOMO level in Eh: -0.326

Last columns: bonded neighbours and bond lengths (Å).
CARTESIAN COORDINATES (ANGSTROEM)
1 O 2.02 0.93 0.46  C2 1.416, H9 1.089
2 C 1.32 0.14 1.41  O1 1.416, C3 1.625, H10 1.154, H11 1.086
3 C -0.02 -0.41 0.68  C2 1.625, O4 1.395, O8 1.496, H12 1.070
4 O -0.55 0.85 0.39  C3 1.395, N5 1.468
5 N -1.85 0.76 -0.30  O4 1.468, C6 1.331
6 C -1.63 0.02 -1.38  N5 1.331, N7 1.334, H13 1.172
7 N -0.61 -0.82 -1.58  C6 1.334, O8 1.495, H14 1.091
8 O 0.55 -0.85 -0.64  C3 1.496, N7 1.495
9 H 1.57 1.91 0.61  O1 1.089
10 H 1.16 0.46 2.51  C2 1.154
11 H 1.87 -0.79 1.28  C2 1.086
12 H -0.64 -1.17 1.10  C3 1.070
13 H -2.69 -0.07 -1.88  C6 1.172
14 H -0.49 -0.97 -2.65  N7 1.091